[1]
104
Properties=species:S:1:pos:R:3 method="wB97M-V/def2-TZVPD" fmax_ev_per_a=8.589 orbital_gap_ev=9.6 smiles="CCOC(=O)CCCOC(=O)OCNC.Fc1ccccc1.Fc1ccccc1.Fc1ccccc1.Fc1ccccc1.Fc1ccccc1.Fc1ccccc1" multiplicity=1 lumo_ev=0.58 e_homo_ev=-8.99
C 9.091 -2.795 0.147
C 7.635 -3.360 -0.447
O 6.584 -2.317 -0.429
C 5.349 -2.822 -1.073
O 5.063 -4.152 -1.020
C 4.275 -1.896 -1.916
C 3.937 -0.449 -1.213
C 2.475 -0.448 -0.404
O 1.390 -0.990 -1.279
C 0.077 -0.892 -0.560
O -0.560 0.275 -0.665
O -0.332 -2.063 0.224
C -1.782 -2.300 0.186
N -2.253 -3.065 -1.030
C -3.162 -4.224 -0.690
H 9.730 -3.720 0.547
H 9.701 -2.201 -0.668
H 8.825 -2.140 1.093
H 7.348 -4.260 0.269
H 7.825 -3.737 -1.553
H 4.744 -1.648 -2.977
H 3.310 -2.561 -2.130
H 4.817 -0.049 -0.513
H 3.830 0.346 -2.097
H 2.604 -1.049 0.595
H 2.216 0.673 -0.112
H -2.435 -1.303 0.221
H -2.047 -2.858 1.209
H -2.869 -2.404 -1.593
H -3.132 -4.575 0.425
H -2.794 -5.144 -1.340
H -4.275 -3.963 -0.950
F -3.099 -7.137 -1.769
C -2.889 -8.106 -0.868
C -1.607 -8.619 -0.703
C -1.386 -9.624 0.239
C -2.453 -10.113 0.997
C -3.737 -9.595 0.819
C -3.955 -8.582 -0.114
H -0.792 -8.232 -1.306
H -0.386 -10.026 0.382
H -2.281 -10.900 1.728
H -4.566 -9.980 1.408
H -4.945 -8.162 -0.259
F -2.977 -1.892 -3.655
C -2.415 -0.789 -4.167
C -1.833 0.142 -3.314
C -1.243 1.288 -3.847
C -1.252 1.496 -5.229
C -1.844 0.558 -6.077
C -2.423 -0.593 -5.544
H -1.843 -0.033 -2.243
H -0.778 2.018 -3.189
H -0.796 2.392 -5.644
H -1.853 0.724 -7.151
H -2.880 -1.336 -6.189
F -2.031 6.833 1.951
C -1.790 5.744 1.209
C -2.356 5.640 -0.057
C -2.100 4.508 -0.832
C -1.290 3.488 -0.328
C -0.731 3.600 0.946
C -0.977 4.737 1.716
H -2.990 6.438 -0.429
H -2.532 4.421 -1.826
H -1.095 2.604 -0.931
H -0.103 2.803 1.338
H -0.543 4.844 2.705
F 2.685 0.461 2.626
C 2.968 -0.321 3.677
C 1.992 -1.177 4.175
C 2.288 -1.995 5.266
C 3.554 -1.939 5.853
C 4.526 -1.073 5.349
C 4.233 -0.264 4.251
H 1.011 -1.200 3.711
H 1.534 -2.673 5.658
H 3.783 -2.574 6.706
H 5.509 -1.029 5.810
H 4.979 0.409 3.841
F -4.477 2.002 6.781
C -3.915 3.105 6.269
C -3.333 4.036 7.122
C -2.743 5.182 6.589
C -2.752 5.390 5.207
C -3.344 4.452 4.359
C -3.923 3.301 4.892
H -3.343 3.862 8.193
H -2.278 5.912 7.247
H -2.296 6.286 4.792
H -3.353 4.618 3.285
H -4.380 2.558 4.247
F -1.358 4.574 -3.587
C -1.153 5.786 -4.120
C 0.094 6.387 -3.992
C 0.310 7.647 -4.551
C -0.729 8.297 -5.222
C -1.979 7.687 -5.340
C -2.191 6.423 -4.791
H 0.887 5.871 -3.460
H 1.284 8.122 -4.463
H -0.562 9.281 -5.654
H -2.787 8.196 -5.860
H -3.153 5.931 -4.882

[2]
105
Properties=species:S:1:pos:R:3 method="wB97M-V/def2-TZVPD" charge=+1 fmax_ev_per_a=2.748 orbital_gap_ev="5.8 / 5.7" multiplicity=4 lumo_ev="-2.70 / -2.82" s_squared=3.765 e_homo_ev="-8.50 / -8.52"
Co 14.922 -17.368 5.644
N 15.568 -18.948 4.337
C 17.074 -19.055 4.356
C 17.708 -18.742 5.723
N 16.878 -17.750 6.505
C 16.743 -18.099 7.933
C 15.326 -18.757 8.230
N 14.427 -18.776 7.012
H 15.147 -19.845 4.537
H 15.329 -18.804 3.346
H 17.496 -18.388 3.593
H 17.382 -20.106 4.092
H 18.760 -18.370 5.606
H 17.751 -19.683 6.309
H 17.355 -16.854 6.464
H 16.869 -17.215 8.571
H 17.508 -18.860 8.204
H 14.846 -18.095 8.980
H 15.394 -19.814 8.638
H 13.507 -18.458 7.351
H 14.303 -19.727 6.618
O 11.693 -19.393 5.020
P 10.681 -20.485 4.895
C 11.201 -22.082 4.153
P 12.753 -22.931 4.825
O 13.689 -22.023 5.541
C 12.291 -24.251 5.910
C 12.619 -24.200 7.271
C 12.467 -25.300 8.110
C 11.906 -26.474 7.647
C 11.389 -26.443 6.321
C 11.577 -25.381 5.494
C 13.555 -23.714 3.428
C 12.865 -24.281 2.336
C 13.549 -24.909 1.285
C 14.903 -25.063 1.316
C 15.631 -24.494 2.404
C 14.976 -23.789 3.411
C 9.256 -20.049 3.868
C 7.974 -19.790 4.372
C 7.096 -19.008 3.644
C 7.380 -18.628 2.328
C 8.590 -19.002 1.773
C 9.516 -19.676 2.547
C 9.887 -20.874 6.461
C 10.042 -19.920 7.473
C 9.467 -20.121 8.734
C 8.694 -21.251 8.932
C 8.488 -22.176 7.915
C 9.070 -21.974 6.652
H 11.354 -21.831 3.081
H 10.356 -22.826 4.199
H 13.062 -23.297 7.677
H 12.849 -25.224 9.127
H 11.966 -27.399 8.212
H 10.764 -27.229 5.948
H 11.168 -25.450 4.451
H 11.761 -24.264 2.225
H 12.926 -25.380 0.542
H 15.425 -25.509 0.458
H 16.712 -24.521 2.441
H 15.521 -23.264 4.235
H 7.691 -20.168 5.334
H 6.170 -18.695 4.118
H 6.693 -18.031 1.745
H 8.813 -18.851 0.713
H 10.495 -19.971 2.120
H 10.612 -19.027 7.221
H 9.654 -19.401 9.531
H 8.240 -21.433 9.910
H 7.831 -23.063 8.007
H 8.733 -22.589 5.787
Te 12.158 -16.419 7.184
C 12.157 -15.071 8.830
C 12.515 -13.724 8.632
C 12.562 -12.809 9.657
C 12.359 -13.247 10.951
C 12.051 -14.606 11.216
C 11.839 -15.478 10.161
H 12.793 -13.422 7.619
H 12.646 -11.753 9.418
H 12.436 -12.528 11.808
H 11.876 -15.004 12.192
H 11.515 -16.502 10.311
S 13.486 -11.848 2.873
C 13.976 -13.405 3.493
C 13.058 -14.480 3.385
C 13.537 -15.724 3.782
N 14.735 -15.889 4.377
C 15.602 -14.814 4.459
C 15.264 -13.557 3.973
C 12.891 -11.231 4.414
C 11.505 -11.218 4.606
C 11.007 -10.522 5.684
N 11.798 -9.984 6.622
C 13.110 -10.113 6.504
C 13.734 -10.683 5.399
H 12.093 -14.340 2.989
H 13.045 -16.655 3.585
H 16.617 -15.088 4.731
H 15.953 -12.740 3.992
H 10.870 -11.586 3.824
H 9.944 -10.373 5.883
H 13.638 -9.662 7.387
H 14.799 -10.748 5.243

[3]
105
Properties=species:S:1:pos:R:3 method="wB97M-V/def2-TZVPD" charge=+2 fmax_ev_per_a=1.065 orbital_gap_ev="9.0 / 5.2" multiplicity=6 lumo_ev="-3.84 / -7.85" e_above_lowest_kcal_mol=0.0 s_squared=8.776 e_homo_ev="-12.87 / -13.02"
Fe 0.296 0.559 -0.021
O -1.927 1.900 -1.168
C -2.248 1.541 -2.467
C -3.525 1.463 -2.989
C -3.643 1.050 -4.315
C -2.529 0.705 -5.074
C -1.254 0.753 -4.505
C -1.115 1.193 -3.196
P 0.478 1.323 -2.349
C 0.849 3.067 -2.269
C 0.792 3.813 -3.442
C 1.066 5.164 -3.409
C 1.377 5.768 -2.187
C 1.417 5.019 -1.019
C 1.153 3.670 -1.051
C 1.680 0.434 -3.345
C 2.764 1.074 -3.929
C 3.667 0.339 -4.686
C 3.467 -1.020 -4.895
C 2.373 -1.654 -4.317
C 1.513 -0.940 -3.511
C -2.698 2.735 -0.394
C -3.539 3.719 -0.912
C -4.287 4.459 -0.031
C -4.222 4.240 1.342
C -3.363 3.289 1.845
C -2.554 2.552 0.980
P -1.309 1.437 1.645
C -2.270 0.087 2.354
C -2.453 -0.126 3.703
C -3.319 -1.115 4.134
C -3.985 -1.887 3.190
C -3.835 -1.660 1.834
C -2.946 -0.694 1.409
C -0.417 2.412 2.865
C 0.360 1.787 3.863
C 1.013 2.566 4.804
C 0.981 3.953 4.715
C 0.305 4.566 3.670
C -0.384 3.804 2.750
H -4.406 1.738 -2.418
H -4.613 0.973 -4.786
H -2.644 0.378 -6.099
H -0.387 0.494 -5.110
H 0.533 3.311 -4.374
H 0.998 5.742 -4.316
H 1.539 6.837 -2.149
H 1.635 5.502 -0.076
H 1.202 3.089 -0.137
H 2.876 2.145 -3.806
H 4.498 0.837 -5.156
H 4.168 -1.578 -5.493
H 2.225 -2.714 -4.459
H 0.669 -1.446 -3.048
H -3.579 3.922 -1.980
H -4.946 5.219 -0.421
H -4.844 4.833 1.998
H -3.269 3.134 2.915
H -1.959 0.518 4.417
H -3.489 -1.283 5.182
H -4.648 -2.665 3.535
H -4.390 -2.247 1.125
H -2.836 -0.502 0.338
H 0.380 0.699 3.937
H 1.535 2.069 5.609
H 1.462 4.546 5.475
H 0.280 5.645 3.618
H -0.955 4.310 1.982
S 2.551 1.008 0.701
C 3.463 -0.337 1.287
N 3.110 -1.353 2.071
C 4.232 -2.243 2.372
C 5.415 -1.544 1.664
N 4.749 -0.418 1.015
H 2.180 -1.467 2.425
H 4.085 -3.245 1.976
H 4.390 -2.332 3.438
H 5.868 -2.189 0.922
H 6.174 -1.222 2.366
H 5.195 0.259 0.416
C 2.324 -4.237 -0.953
C 1.022 -5.018 -1.037
C 0.427 -5.076 -2.425
O 0.064 -4.564 -0.033
P -0.918 -3.371 0.125
S -2.189 -3.017 -1.322
S 0.266 -1.777 0.105
O -1.653 -3.626 1.457
C -1.120 -4.179 2.710
C 0.162 -3.497 3.128
C -1.057 -5.677 2.591
H 3.078 -4.810 -1.508
H 2.678 -4.144 0.075
H 2.260 -3.251 -1.402
H 1.200 -6.040 -0.711
H 0.315 -4.087 -2.871
H -0.550 -5.562 -2.395
H 1.083 -5.674 -3.050
H -1.902 -3.915 3.419
H 1.024 -3.783 2.501
H 0.378 -3.833 4.147
H 0.043 -2.402 3.150
H -0.211 -6.013 1.963
H -1.970 -6.091 2.185
H -0.934 -6.122 3.577

[4]
110
Properties=species:S:1:pos:R:3 method="wB97M-V/def2-TZVPD" charge=+1 fmax_ev_per_a=0.872 orbital_gap_ev="6.5 / 6.5" multiplicity=2 lumo_ev="-2.91 / -4.04" s_squared=0.770 e_homo_ev="-9.40 / -10.50"
Sc -0.302 -0.957 -1.128
C -0.718 -2.964 -4.796
C -0.777 -1.460 -4.558
C -0.089 -0.775 -5.739
C -2.209 -0.945 -4.464
O -0.067 -1.163 -3.316
Ge 1.235 0.260 -3.289
O 1.714 -0.666 -1.657
C 3.068 -0.544 -1.140
C 3.321 0.903 -0.736
C 4.045 -0.963 -2.239
C 3.230 -1.490 0.041
O -0.072 1.090 -2.194
C -0.441 2.483 -2.289
C 0.717 3.290 -2.869
C -0.751 3.014 -0.906
C -1.660 2.607 -3.196
H -1.304 -3.215 -5.683
H -1.121 -3.529 -3.959
H 0.313 -3.277 -4.974
H -0.587 -1.084 -6.658
H 0.963 -1.059 -5.813
H -0.156 0.315 -5.685
H -2.684 -0.969 -5.446
H -2.206 0.085 -4.107
H -2.808 -1.546 -3.785
H 3.212 1.564 -1.600
H 4.339 1.023 -0.358
H 2.619 1.207 0.039
H 4.027 -0.268 -3.080
H 3.803 -1.965 -2.600
H 5.063 -0.985 -1.847
H 2.490 -1.301 0.817
H 4.220 -1.350 0.480
H 3.156 -2.528 -0.289
H 1.608 3.197 -2.243
H 0.443 4.346 -2.913
H 0.963 2.974 -3.885
H 0.145 2.910 -0.293
H -1.583 2.480 -0.451
H -1.021 4.071 -0.962
H -1.412 2.278 -4.208
H -1.998 3.644 -3.253
H -2.477 1.996 -2.814
S -7.944 -2.142 -0.751
C -6.338 -1.943 -0.850
S -5.539 -0.429 -0.505
C -3.913 -0.929 -0.844
C -3.763 -2.254 -1.283
S -2.293 -2.937 -1.689
S -5.238 -3.178 -1.394
S -2.653 0.167 -0.602
Se 0.554 -8.219 2.358
N -0.381 -6.774 2.812
C -0.165 -5.877 1.890
C -0.768 -4.552 1.896
C -1.675 -4.152 2.874
C -2.198 -2.881 2.804
C -1.786 -2.042 1.778
N -0.930 -2.408 0.830
C -0.434 -3.654 0.880
C 0.451 -4.054 -0.219
N 0.655 -3.148 -1.190
C 1.417 -3.504 -2.220
C 2.023 -4.747 -2.332
C 1.829 -5.674 -1.334
C 1.021 -5.328 -0.254
C 0.731 -6.259 0.828
N 1.234 -7.461 0.898
H -1.950 -4.843 3.660
H -2.910 -2.523 3.535
H -2.153 -1.029 1.710
H 1.539 -2.759 -2.988
H 2.629 -4.969 -3.199
H 2.275 -6.660 -1.371
S 0.408 0.180 1.303
Sb 0.236 2.147 2.438
C 0.301 1.638 4.474
C -0.317 2.465 5.406
C -0.259 2.143 6.754
C 0.414 1.001 7.166
C 1.025 0.173 6.233
C 0.967 0.487 4.883
C -1.539 3.252 2.262
C -1.561 4.641 2.329
C -2.775 5.311 2.261
C -3.959 4.596 2.135
C -3.936 3.209 2.087
C -2.726 2.535 2.155
C 1.924 3.354 2.080
C 1.910 4.498 1.290
C 3.090 5.196 1.069
C 4.278 4.752 1.633
C 4.291 3.609 2.421
C 3.115 2.911 2.647
H -0.854 3.353 5.088
H -0.743 2.783 7.481
H 0.458 0.752 8.218
H 1.542 -0.720 6.556
H 1.419 -0.171 4.148
H -0.644 5.208 2.446
H -2.794 6.392 2.311
H -4.902 5.123 2.079
H -4.859 2.650 1.993
H -2.712 1.453 2.103
H 0.995 4.841 0.823
H 3.079 6.086 0.453
H 5.195 5.299 1.459
H 5.216 3.263 2.864
H 3.135 2.020 3.267